# 1
A molecular structure, C20H62AgO20 at a distorted geometry, computed with ωB97M-V with the def2-TZVPD basis set.

Computed properties:
net charge	+1
LUMO level	-1.72	eV
HOMO	-11.159	eV

Last column: Löwdin charge in e.
Positions of all 103 atoms, in Å:
Ag  0.57  -0.03  0.42  0.83
C  0.35  -1.18  -2.45  -0.12
O  0.08  0.13  -1.94  -0.18
H  -0.47  -1.81  -2.12  0.06
H  0.17  -1.20  -3.52  0.09
H  1.36  -1.50  -2.18  0.08
H  -0.79  0.34  -2.28  0.03
C  -1.24  -2.20  4.67  -0.15
O  -0.13  -2.30  5.55  -0.13
H  -1.23  -1.18  4.29  0.07
H  -1.17  -2.94  3.87  0.07
H  -2.17  -2.39  5.22  0.08
H  -0.34  -1.77  6.32  0.07
C  1.67  -2.72  1.50  -0.19
C  2.15  -1.63  2.44  -0.19
O  1.18  -0.57  2.71  -0.12
O  1.84  -2.28  0.14  -0.12
H  0.61  -2.91  1.65  0.10
H  2.29  -3.61  1.54  0.13
H  3.06  -1.11  2.15  0.11
H  2.39  -2.05  3.42  0.13
H  1.59  -0.09  3.43  0.02
H  1.72  -3.04  -0.45  0.02
C  2.56  2.64  -0.21  -0.18
C  3.29  1.47  0.52  -0.21
O  3.24  0.31  -0.29  -0.10
O  1.18  2.36  -0.04  -0.12
H  2.73  2.64  -1.28  0.12
H  2.72  3.66  0.14  0.13
H  2.95  1.33  1.54  0.10
H  4.35  1.73  0.55  0.12
H  3.61  -0.46  0.15  0.08
H  0.76  3.16  -0.35  0.08
C  0.13  -5.53  -0.44  -0.19
C  0.22  -4.79  -1.79  -0.19
O  1.34  -3.94  -1.83  -0.08
O  -0.82  -4.85  0.38  -0.08
H  1.08  -5.56  0.09  0.12
H  -0.18  -6.57  -0.46  0.12
H  -0.63  -4.12  -1.95  0.11
H  0.15  -5.54  -2.58  0.13
H  1.47  -3.81  -2.77  0.11
H  -1.09  -5.46  1.07  0.10
C  -2.53  -1.30  0.88  -0.24
C  -2.68  0.24  0.57  -0.18
O  -1.57  0.90  1.15  -0.12
O  -1.36  -1.81  0.36  -0.10
H  -3.30  -1.78  0.28  0.10
H  -2.73  -1.66  1.88  0.12
H  -3.65  0.52  0.98  0.12
H  -2.66  0.45  -0.50  0.11
H  -1.80  1.79  1.42  0.02
H  -1.39  -2.77  0.42  0.06
C  3.13  0.63  -4.24  -0.27
C  3.82  1.01  -5.53  -0.23
O  4.57  -0.09  -6.08  -0.06
O  4.01  0.30  -3.21  -0.06
H  2.41  -0.19  -4.34  0.11
H  2.57  1.51  -3.91  0.10
H  4.49  1.80  -5.21  0.12
H  3.06  1.39  -6.21  0.12
H  5.01  0.23  -6.87  0.08
H  3.63  0.15  -2.34  0.04
C  -0.99  3.16  -3.15  -0.24
C  -1.91  2.26  -4.04  -0.19
O  -1.97  0.94  -3.49  -0.10
O  0.30  2.68  -3.12  -0.06
H  -1.42  3.21  -2.15  0.11
H  -0.93  4.15  -3.61  0.12
H  -1.55  2.14  -5.07  0.12
H  -2.89  2.71  -4.16  0.12
H  -2.61  0.51  -4.06  0.04
H  0.34  1.83  -2.67  0.03
C  -3.67  -2.49  -2.79  -0.24
C  -3.19  -2.29  -4.28  -0.20
O  -3.29  -0.95  -4.70  -0.07
O  -5.04  -2.18  -2.68  -0.04
H  -3.05  -1.83  -2.17  0.09
H  -3.39  -3.51  -2.52  0.12
H  -3.81  -2.93  -4.91  0.13
H  -2.15  -2.60  -4.37  0.11
H  -3.99  -0.91  -5.36  0.11
H  -5.38  -2.71  -1.95  0.09
C  -2.88  4.22  2.54  -0.18
C  -2.27  5.56  3.10  -0.22
O  -1.74  6.47  2.13  -0.06
O  -1.87  3.37  2.04  -0.09
H  -3.57  4.43  1.72  0.12
H  -3.38  3.58  3.25  0.13
H  -1.48  5.36  3.83  0.12
H  -3.07  5.97  3.72  0.11
H  -1.58  7.27  2.64  0.09
H  -1.29  3.88  1.46  0.10
C  1.72  1.72  6.78  -0.22
C  1.47  1.03  5.45  -0.20
O  2.51  1.15  4.42  -0.08
O  1.67  3.15  6.71  -0.06
H  2.69  1.51  7.24  0.13
H  0.94  1.31  7.43  0.12
H  0.53  1.37  5.02  0.12
H  1.26  -0.03  5.59  0.10
H  2.99  1.97  4.61  0.09
H  2.36  3.57  7.23  0.09

# 2
12 unconnected molecules or ions with the total composition C20H63NO12 at a distorted geometry, computed with ωB97M-V with the def2-TZVPD basis set.

Computed properties:
energy relative to the best compared isomer or geometry (same formula, charge and spin)	2.4	kcal per mole
SMILES	CC1(C)CCCC(C)(C)N1O.CO.CO.CO.CO.CO.CO.CO.CO.CO.CO.CO
LUMO level	0.65	eV
HOMO	-8.804	eV

Last column: Löwdin charge in e.
Positions of all 96 atoms, in Å:
C  0.74  -2.03  -2.08  -0.02
C  0.59  -3.23  -1.23  -0.54
C  -0.49  -3.09  -0.16  -0.04
C  0.24  -4.57  -2.06  -0.12
C  1.36  -4.96  -3.00  -0.20
C  2.63  -5.18  -2.17  -0.15
C  3.05  -3.98  -1.33  -0.49
C  4.00  -4.48  -0.22  -0.05
C  3.69  -2.84  -2.16  -0.01
N  1.79  -3.62  -0.52  -0.05
O  2.22  -2.44  0.22  -0.08
H  -0.23  -1.50  -2.13  0.10
H  1.38  -1.31  -1.63  0.05
H  1.12  -2.29  -3.08  0.08
H  -1.45  -2.80  -0.51  0.07
H  -0.56  -4.03  0.42  0.10
H  -0.27  -2.26  0.53  0.06
H  0.15  -5.37  -1.22  0.14
H  -0.76  -4.43  -2.56  0.13
H  1.08  -5.92  -3.44  0.11
H  1.57  -4.27  -3.85  0.12
H  3.43  -5.39  -2.85  0.11
H  2.49  -6.09  -1.54  0.13
H  4.32  -3.63  0.41  0.07
H  4.97  -4.92  -0.53  0.09
H  3.31  -5.19  0.31  0.10
H  3.13  -2.68  -3.08  0.07
H  4.66  -3.16  -2.39  0.06
H  3.85  -1.93  -1.48  0.09
H  1.90  -2.54  1.10  0.04
C  -0.89  1.02  -0.21  -0.09
O  -0.76  1.50  1.14  -0.15
H  -0.05  1.23  -0.86  0.06
H  -0.94  -0.06  -0.05  0.07
H  -1.79  1.48  -0.67  0.09
H  -1.09  2.41  1.29  0.05
C  1.69  1.61  3.45  -0.12
O  1.57  0.65  2.41  -0.17
H  2.69  2.09  3.44  0.09
H  1.04  2.51  3.27  0.08
H  1.43  1.21  4.44  0.09
H  0.71  0.90  1.96  0.06
C  3.27  0.82  -0.58  -0.09
O  2.17  1.66  -0.22  -0.15
H  2.89  -0.17  -0.78  0.03
H  3.65  1.22  -1.62  0.13
H  4.10  0.88  0.10  0.08
H  1.95  1.42  0.68  0.04
C  -1.89  3.51  3.38  -0.18
O  -2.02  3.70  2.05  -0.11
H  -2.05  4.40  3.97  0.08
H  -2.70  2.82  3.77  0.11
H  -0.96  3.07  3.71  0.06
H  -2.94  3.86  1.85  0.03
C  -4.57  1.97  -2.62  -0.10
O  -3.12  1.65  -2.77  -0.18
H  -4.92  1.45  -1.66  0.08
H  -4.70  3.03  -2.66  0.05
H  -5.03  1.55  -3.53  0.07
H  -2.60  2.47  -2.69  0.00
C  -4.33  -0.01  0.86  -0.09
O  -4.15  1.37  1.28  -0.12
H  -5.00  -0.12  0.03  0.06
H  -3.37  -0.32  0.39  0.07
H  -4.60  -0.71  1.69  0.09
H  -3.25  1.55  1.38  0.01
C  1.13  4.64  -0.36  -0.12
O  0.67  3.58  -1.16  -0.13
H  0.39  5.26  0.05  0.07
H  1.61  4.37  0.53  0.06
H  1.80  5.26  -0.96  0.09
H  1.17  2.80  -0.91  0.01
C  3.31  -2.65  3.11  -0.17
O  2.03  -2.09  3.09  -0.16
H  3.73  -2.85  4.14  0.08
H  3.45  -3.57  2.42  0.09
H  4.08  -1.89  2.71  0.10
H  1.87  -1.11  2.99  0.07
C  -1.24  -1.58  3.28  -0.15
O  -0.54  -1.26  4.44  -0.09
H  -1.25  -2.60  3.10  0.07
H  -2.18  -1.11  3.41  0.08
H  -0.80  -1.00  2.44  0.06
H  0.29  -1.66  4.37  0.01
C  -4.60  5.01  0.17  -0.11
O  -4.59  4.10  1.28  -0.16
H  -3.59  5.14  -0.19  0.07
H  -5.15  4.56  -0.65  0.07
H  -5.01  5.94  0.57  0.09
H  -4.59  3.19  0.87  0.08
C  -0.89  3.63  -4.04  -0.16
O  -1.47  3.79  -2.76  -0.17
H  -1.73  3.46  -4.74  0.09
H  -0.30  4.51  -4.33  0.08
H  -0.23  2.77  -4.18  0.08
H  -0.73  3.86  -2.09  0.06

Gap between HOMO and LUMO for the records above, in order: 9.4; 9.4 eV